C25H28N5O3 | ωB97M-V/def2-TZVPD

The geometry in ORCA input format:
```
! RIJCOSX wB97M-V def2-TZVPD def2/J DEFGRID3
* xyz 1 1
C -2.28 4.47 0.09
N -2.01 3.06 0.28
C -3.02 2.18 0.53
O -4.21 2.47 0.65
C -2.40 0.79 0.64
C -2.94 -0.17 -0.43
C -4.42 -0.42 -0.30
C -5.29 -0.06 -1.33
C -6.67 -0.25 -1.18
C -7.17 -0.81 0.00
C -6.30 -1.18 1.03
C -4.92 -1.00 0.88
N -0.97 1.07 0.51
C -0.03 0.10 0.59
C 1.33 0.33 0.44
C 2.36 -0.61 0.48
C 3.74 -0.25 0.34
C 4.76 -1.25 0.41
C 6.10 -0.94 0.27
C 6.49 0.40 0.04
N 7.86 0.73 -0.11
O 8.17 1.93 -0.32
O 8.72 -0.18 -0.03
C 5.52 1.42 -0.04
C 4.18 1.10 0.11
C -0.67 2.50 0.26
C -0.06 2.72 -1.13
C 0.14 3.11 1.41
H -3.36 4.64 0.14
H -1.78 5.07 0.86
H -1.91 4.81 -0.89
H -2.61 0.38 1.65
H -2.72 0.28 -1.42
H -2.37 -1.11 -0.36
H -4.87 0.39 -2.23
H -7.34 0.06 -1.99
H -8.25 -0.95 0.11
H -6.68 -1.62 1.95
H -4.22 -1.29 1.67
H -0.40 -0.91 0.78
H 1.63 1.36 0.27
H 2.12 -1.67 0.61
H 4.46 -2.29 0.58
H 6.88 -1.70 0.32
H 5.85 2.44 -0.22
H 3.46 1.92 0.04
H -0.75 2.33 -1.89
H 0.10 3.79 -1.29
H 0.89 2.20 -1.25
H -0.43 2.98 2.35
H 1.11 2.63 1.53
H 0.29 4.18 1.22
N 1.80 -4.15 -0.22
C 2.01 -5.28 0.44
N 1.77 -6.36 -0.38
C 1.40 -5.88 -1.62
C 1.42 -4.50 -1.51
H 2.31 -5.43 1.47
H 1.87 -7.33 -0.10
H 1.15 -6.52 -2.45
H 1.19 -3.77 -2.26
*
```

Calculated values
**Relative energy (zero: lowest compared OMol25 entry of this formula, charge and spin)**: 3.7 kcal per mole